{"formula": "C30H40F3N7O3PSTc", "method": "ωB97M-V/def2-TZVPD", "total_charge": 1, "spin_multiplicity": 4, "molar_mass_g_mol": 764.7, "total_energy_ev": -78800.6703, "homo_lumo_gap_ha": [0.286, 0.255], "relative_energy_ev": 1.879, "s_squared": 3.79, "species": ["Tc", "C", "C", "C", "C", "C", "C", "P", "C", "C", "C", "C", "C", "C", "C", "C", "C", "C", "C", "C", "H", "H", "H", "H", "H", "H", "H", "H", "H", "H", "H", "H", "H", "H", "C", "N", "C", "C", "N", "N", "C", "N", "N", "H", "H", "H", "H", "H", "H", "H", "H", "H", "H", "H", "C", "C", "C", "C", "H", "H", "H", "H", "H", "H", "H", "H", "H", "F", "C", "F", "F", "S", "O", "O", "O", "C", "N", "C", "C", "N", "H", "H", "H", "H", "H", "H"], "xyz": [[0.92812, 0.20617, 0.96907], [-6.33066, 1.49084, 3.89474], [-6.35265, 1.35271, 2.51481], [-5.16403, 1.24774, 1.80320], [-3.94022, 1.29274, 2.46593], [-3.92913, 1.45261, 3.85296], [-5.11496, 1.54044, 4.56481], [-2.30989, 1.15956, 1.65320], [-2.77787, 1.27420, -0.11764], [-2.88225, 2.56860, -0.63261], [-3.24195, 2.78826, -1.95184], [-3.50470, 1.71054, -2.78805], [-3.40122, 0.42015, -2.29118], [-3.03190, 0.20151, -0.96754], [-1.89310, -0.63343, 1.82642], [-2.84989, -1.57888, 2.19695], [-2.52263, -2.91614, 2.37932], [-1.20908, -3.33300, 2.19617], [-0.24847, -2.40279, 1.81756], [-0.57271, -1.05609, 1.63235], [-7.25804, 1.56504, 4.44753], [-7.29791, 1.32487, 1.98823], [-5.19687, 1.13361, 0.72661], [-2.98156, 1.51315, 4.37722], [-5.09181, 1.66402, 5.63963], [-2.67265, 3.41522, 0.01228], [-3.32208, 3.80017, -2.32745], [-3.80276, 1.88006, -3.81483], [-3.64005, -0.41974, -2.93024], [-2.98345, -0.81125, -0.58154], [-3.87823, -1.26518, 2.34027], [-3.29032, -3.62398, 2.66408], [-0.92449, -4.36480, 2.36102], [0.77489, -2.72737, 1.69452], [1.92706, 1.40050, -4.61324], [1.61926, 1.76416, -3.23684], [2.00709, 3.09849, -2.78852], [0.83870, 0.99414, -2.44516], [0.35066, 1.28778, -1.29915], [0.54702, -0.27776, -3.03324], [-0.02329, -1.31313, -2.36991], [-0.88897, -2.09095, -3.03756], [0.29006, -1.62382, -1.14090], [2.68139, 2.08745, -4.98556], [1.05788, 1.48090, -5.27459], [2.34108, 0.39396, -4.66973], [3.00599, 3.30995, -3.16454], [2.04825, 3.13431, -1.70395], [1.32025, 3.86648, -3.15064], [0.52354, 2.25840, -1.06110], [0.37627, -0.26643, -4.02603], [-1.24027, -1.82627, -3.93960], [-1.17973, -2.97716, -2.66311], [-0.28966, -2.30353, -0.65473], [3.74160, -1.17646, 0.04189], [3.35282, -1.61620, 1.45647], [4.59520, -1.82452, 2.32316], [2.46111, -0.57255, 2.11097], [4.66640, -1.66028, -0.28234], [3.95802, -0.10139, 0.06949], [2.87566, -0.74845, -1.85907], [2.81737, -2.56416, 1.40470], [5.19398, -0.91111, 2.36214], [5.22150, -2.62194, 1.91705], [4.32945, -2.09377, 3.34617], [3.04751, 0.33633, 2.30275], [2.03307, -0.90417, 3.06033], [2.69643, 4.98895, 1.97962], [2.02151, 4.05995, 2.64340], [2.84285, 3.39550, 3.44395], [1.05541, 4.61940, 3.35046], [1.28370, 2.90629, 1.42694], [0.39669, 3.67707, 0.61121], [2.38119, 2.22242, 0.71495], [0.63086, 1.85678, 2.27740], [2.62551, -3.90167, -0.79436], [2.69027, -2.74568, -1.66807], [3.75036, -2.87315, -2.65172], [2.67775, -1.44438, -1.02950], [1.37532, -1.17008, -0.42678], [3.53771, -4.04887, -0.19746], [2.48050, -4.79670, -1.39995], [1.77847, -3.81849, -0.11143], [3.61063, -3.79478, -3.21660], [4.75785, -2.90435, -2.21166], [3.71523, -2.03654, -3.35195]]}

{"formula": "C30H40F4INO12S", "method": "ωB97M-V/def2-TZVPD", "total_charge": 0, "molar_mass_g_mol": 841.6, "total_energy_ev": -87625.5588, "homo_lumo_gap_ha": 0.316, "relative_energy_ev": 0.000, "species": ["C", "C", "F", "N", "C", "C", "C", "C", "C", "I", "C", "C", "C", "C", "S", "C", "C", "C", "C", "C", "C", "F", "F", "F", "C", "H", "H", "H", "H", "H", "H", "H", "H", "H", "H", "H", "H", "H", "H", "H", "H", "C", "O", "C", "O", "O", "C", "H", "H", "H", "H", "H", "H", "C", "O", "C", "O", "O", "C", "H", "H", "H", "H", "H", "H", "C", "O", "C", "O", "O", "C", "H", "H", "H", "H", "H", "H", "C", "O", "C", "O", "O", "C", "H", "H", "H", "H", "H", "H"], "xyz": [[0.08437, 3.00570, 1.88221], [0.78625, 1.71006, 1.58516], [2.15016, 1.91307, 1.72382], [0.46858, 1.10253, 0.27405], [-0.24298, 1.96011, -0.63081], [-1.64416, 1.93459, -0.61232], [-2.40647, 1.01471, 0.33426], [-3.64452, 1.67107, 0.95361], [-3.82845, 1.32489, 2.44369], [-4.16937, 3.11986, 3.58731], [-2.35803, 2.77507, -1.46498], [-1.72160, 3.64538, -2.34062], [-0.33320, 3.66304, -2.35993], [0.38534, 2.83391, -1.51463], [2.15472, 2.86957, -1.52606], [2.47878, 1.16654, -1.15939], [3.61456, 0.58618, -1.70243], [3.91236, -0.73732, -1.42157], [3.06675, -1.43703, -0.58003], [1.93561, -0.85486, -0.01648], [1.14559, -1.75216, 0.90195], [-0.09140, -1.34538, 1.17506], [1.76175, -1.92769, 2.07737], [1.02485, -2.97727, 0.34270], [1.61256, 0.47561, -0.31127], [-0.99438, 2.89931, 1.95167], [0.36829, 3.80044, 1.19913], [0.42333, 3.31564, 2.87011], [0.53266, 0.96979, 2.34737], [-1.69664, 0.69351, 1.09051], [-2.66543, 0.13773, -0.25473], [-3.64049, 2.74781, 0.82746], [-4.52312, 1.30638, 0.42168], [-2.98301, 0.79303, 2.86473], [-4.70409, 0.70660, 2.59931], [-3.43772, 2.76005, -1.42662], [-2.30405, 4.29860, -2.97077], [0.16035, 4.33819, -3.04511], [4.24829, 1.18459, -2.33977], [4.78985, -1.21363, -1.82657], [3.31061, -2.46268, -0.34898], [4.78678, -5.78036, 6.83783], [3.88620, -6.15468, 5.79415], [3.81596, -5.27680, 4.79295], [4.42950, -4.24512, 4.71587], [2.94937, -5.74103, 3.89436], [2.77354, -4.89136, 2.75802], [4.74705, -6.57328, 7.57914], [5.80254, -5.69398, 6.45654], [4.47652, -4.84295, 7.29563], [3.71313, -4.77258, 2.21996], [2.38519, -3.92424, 3.05842], [2.05025, -5.38005, 2.11048], [-2.16887, 10.47446, 1.81361], [-2.26130, 9.04904, 1.82039], [-3.39863, 8.57777, 2.33292], [-4.30394, 9.24063, 2.76647], [-3.35695, 7.24748, 2.28085], [-4.52053, 6.59937, 2.80096], [-1.20550, 10.71942, 1.37568], [-2.96147, 10.90827, 1.20677], [-2.21427, 10.86754, 2.82750], [-5.40562, 6.88274, 2.23319], [-4.65807, 6.84356, 3.85404], [-4.35128, 5.52631, 2.69765], [4.25774, -6.32173, -5.54853], [4.22577, -5.76178, -4.23443], [3.00074, -5.47484, -3.79307], [1.97522, -5.64688, -4.39690], [3.11059, -4.96360, -2.56730], [1.86325, -4.60480, -1.96460], [5.30282, -6.50533, -5.78070], [3.71117, -7.26237, -5.57878], [3.84442, -5.62352, -6.27396], [1.22433, -5.48056, -1.85744], [1.35995, -3.83778, -2.55169], [2.09539, -4.21476, -0.98982], [-1.87205, -2.57135, -1.73346], [-2.76017, -3.00607, -2.76202], [-2.83840, -2.16996, -3.79752], [-2.24445, -1.12968, -3.90926], [-3.68950, -2.68430, -4.68366], [-3.86962, -1.88510, -5.85414], [-1.89395, -3.32661, -0.95235], [-0.85426, -2.48693, -2.11191], [-2.20111, -1.62368, -1.31485], [-2.92886, -1.76997, -6.38907], [-4.27624, -0.90935, -5.59453], [-4.57890, -2.41478, -6.48343]]}

What is the formula in the first record? C30H40F3N7O3PSTc